# 1
# CH3ClS2

A 2-piece molecular cluster, CH3ClS2 overall in a non-equilibrium geometry (ωB97M-V with the def2-TZVPD basis set, the Open Molecules 2025 dataset).

## Properties
E_LUMO, eV: -0.666
HOMO, Ha: -0.33142
Structure (SMILES): C=S.SCl
Multiplicity: 1

CARTESIAN COORDINATES (ANGSTROEM)
1 C 0.875605 0.415618 0.972027
2 S 2.320352 -0.355218 0.983982
3 H 0.363679 0.348895 1.874694
4 H 0.413498 0.580929 0.004243
5 S -1.782670 -1.210909 -2.062298
6 Cl -2.920271 -0.585494 -0.471942
7 H -0.808534 -0.188853 -2.051009

Cartesian forces (eV/Å) of the 6 atoms listed first:
C 2.31 -2.33 -1.47
S -0.77 0.92 -0.13
H -1.32 0.75 1.30
H -0.24 0.66 0.31
S 0.81 1.05 0.21
Cl 0.37 -0.02 -0.34

---

# 2
# C23H31Br32N3O4

C23H31Br32N3O4 as an isolated structure in a non-equilibrium geometry (ωB97M-V with the def2-TZVPD basis set, the Open Molecules 2025 dataset).

## Properties
E_LUMO, eV: -0.791
HOMO, Ha: -0.31745
Multiplicity: 1

CARTESIAN COORDINATES (ANGSTROEM)
1 C 3.926481 1.649986 1.637372
2 C 2.482197 1.139114 1.262431
3 Br 2.399368 -0.703364 1.934777
4 C 1.476488 2.081559 1.960981
5 Br 1.469337 1.835732 3.905921
6 C 0.011901 1.977913 1.395885
7 C -0.673836 0.644825 1.800673
8 O -1.270150 0.557148 2.838372
9 O -0.602484 -0.247947 0.982067
10 C -0.730825 3.208789 2.004561
11 N -1.687246 3.831738 1.063263
12 N -2.620884 4.632444 1.852382
13 C -2.213964 5.742271 1.943434
14 O -1.695801 6.689198 2.084734
15 C -2.448442 2.827845 0.307491
16 C -3.647410 3.385761 -0.472031
17 C -4.962271 3.159678 0.304500
18 C -5.576399 1.746832 0.067268
19 C -5.941760 1.109583 1.416962
20 O -6.788555 -0.010162 1.303598
21 C -1.439081 2.067929 -0.586719
22 N -0.040293 2.157942 -0.069567
23 H 4.450389 0.873098 2.195285
24 H 3.840708 2.489291 2.332411
25 H 4.530024 1.875501 0.755938
26 H 2.428418 1.177862 0.172223
27 H 1.857638 3.098420 1.812476
28 H 0.041350 3.963443 2.196786
29 H -1.158534 2.979004 2.985453
30 H -2.835558 2.089117 1.034966
31 H -3.709898 2.824520 -1.415658
32 H -3.439411 4.451104 -0.681790
33 H -5.661574 3.963076 0.060230
34 H -4.750482 3.233862 1.377573
35 H -4.909237 1.103274 -0.518675
36 H -6.485963 1.912575 -0.525911
37 H -4.990048 0.822526 1.893438
38 H -6.406069 1.878850 2.042908
39 H -6.823976 -0.323907 0.396219
40 H -1.722213 1.018612 -0.667183
41 H -1.512703 2.501405 -1.589530
42 H 0.319860 3.069335 -0.368039
43 H 0.544917 1.455397 -0.536384
44 C 0.569807 -3.839474 -0.572118
45 Br -0.580525 -5.081808 -1.498790
46 Br 1.768478 -4.738995 0.647582
47 Br 1.531634 -2.702428 -1.797317
48 H -0.071951 -3.191703 0.023425
49 C 5.208026 -3.650737 -2.300715
50 Br 5.943606 -3.234528 -4.039889
51 Br 5.831264 -5.357349 -1.652613
52 Br 5.526162 -2.232500 -1.025110
53 H 4.134750 -3.732330 -2.420903
54 C 0.674511 -3.519067 -5.841132
55 Br 0.481593 -1.683930 -5.255869
56 Br 2.147590 -4.408027 -4.964914
57 Br -0.971465 -4.496439 -5.649049
58 H 0.907157 -3.488765 -6.896365
59 C 0.963136 6.012265 5.550527
60 Br 1.495603 4.198495 5.910024
61 Br -0.291507 6.031446 4.088876
62 Br 0.286865 6.912359 7.117249
63 H 1.840809 6.554746 5.227751
64 C 7.600662 -5.174453 2.289396
65 Br 6.061263 -4.421368 3.170361
66 Br 8.492285 -3.880216 1.172801
67 Br 8.813017 -6.005288 3.538506
68 H 7.236249 -5.954235 1.634687
69 C -1.841383 -6.999907 1.999845
70 Br -2.027679 -5.171317 2.579092
71 Br -0.355478 -7.886430 2.860331
72 Br -3.482226 -7.989637 2.219893
73 H -1.624358 -6.976519 0.940103
74 C 4.921792 -0.040050 -6.207939
75 Br 5.442773 1.702800 -6.843661
76 Br 4.072237 0.056214 -4.478472
77 Br 3.834968 -0.976628 -7.500349
78 H 5.828396 -0.616373 -6.081173
79 C -5.036026 -2.666963 -5.271899
80 Br -6.296753 -1.494765 -6.141599
81 Br -4.939600 -4.385506 -6.141060
82 Br -3.296217 -1.855498 -5.111632
83 H -5.401285 -2.838225 -4.268793
84 C -2.215818 6.207948 -3.408522
85 Br -1.814658 5.497820 -1.656151
86 Br -3.540181 5.137292 -4.312379
87 Br -2.724547 8.063111 -3.324886
88 H -1.307384 6.151851 -3.992156
89 C 2.624632 -5.521298 5.101806
90 Br 2.876302 -3.629820 4.827034
91 Br 4.276769 -6.394720 5.569138
92 Br 1.227370 -5.873038 6.380084
93 H 2.304761 -5.942884 4.157642

Cartesian forces (eV/Å) of the 6 atoms listed first:
C -0.39 -0.53 0.19
C 1.63 0.48 1.52
Br -0.23 0.00 -0.71
C -0.52 -1.03 -1.13
Br 0.02 -0.41 -1.20
C -0.02 1.65 2.43

---

# 3
# CH4FNO

One molecule with the formula CH4FNO in a non-equilibrium geometry (ωB97M-V with the def2-TZVPD basis set, the Open Molecules 2025 dataset).

## Properties
E_LUMO, eV: 0.412
HOMO, Ha: -0.37017
Structure (SMILES): CNOF
Multiplicity: 1

CARTESIAN COORDINATES (ANGSTROEM)
1 C 0.141066 0.672253 0.542248
2 N 0.113716 -0.662379 0.293110
3 O -1.087048 -1.268168 -0.744715
4 F -0.518871 -0.910074 -2.023839
5 H 0.254012 0.841652 1.682470
6 H 0.980215 1.173223 -0.093265
7 H -0.764362 1.272442 0.438835
8 H 0.881273 -1.118948 -0.094843

Cartesian forces (eV/Å) of the 6 atoms listed first:
C 1.76 3.90 0.54
N -5.17 -4.29 -0.53
O 3.84 2.41 1.73
F -0.62 -0.25 0.25
H 0.54 -0.35 -1.59
H -1.40 -0.26 1.38

---

# 4
# C26H32N3

A 2-piece molecular cluster, C26H32N3 overall in a non-equilibrium geometry (ωB97M-V with the def2-TZVPD basis set, the Open Molecules 2025 dataset).

## Properties
E_LUMO, eV: -3.456
HOMO, Ha: -0.37944
Multiplicity: 1
Net charge: +1

CARTESIAN COORDINATES (ANGSTROEM)
1 C 3.397430 -1.165112 0.949999
2 C 2.191721 -0.533525 1.544539
3 N 1.957463 -0.606676 2.881737
4 C 2.726460 -1.419303 3.820559
5 C 0.841931 0.158797 3.211978
6 C 0.334238 0.731010 2.005535
7 C -0.761414 1.587103 2.068904
8 C -1.423825 1.730263 3.289388
9 C -1.003509 1.047873 4.447362
10 C 0.147417 0.239056 4.419965
11 C 1.131369 0.180684 0.926599
12 C 0.929159 0.267703 -0.519194
13 C 0.075940 1.246187 -1.177798
14 C 0.488026 2.529832 -1.645062
15 C 1.809342 3.181193 -1.743199
16 N -0.615168 3.244842 -1.982642
17 C -0.659168 4.613843 -2.520895
18 C -1.766960 2.489130 -1.749062
19 C -1.347327 1.217697 -1.251152
20 C -2.234325 0.294759 -0.703852
21 C -3.585471 0.654987 -0.699253
22 C -4.014664 1.885142 -1.220916
23 C -3.119620 2.828858 -1.746901
24 H 3.502395 -0.844028 -0.083988
25 H 4.318709 -0.889441 1.473348
26 H 3.304058 -2.256917 0.972210
27 H 2.198094 -1.463560 4.775751
28 H 2.849920 -2.439208 3.445762
29 H 3.719106 -0.993666 3.984169
30 H -1.060673 2.136324 1.178725
31 H -2.304890 2.370566 3.342753
32 H -1.571086 1.160745 5.376174
33 H 0.473233 -0.323759 5.287549
34 H 1.850630 0.214763 -1.107661
35 H 2.591679 2.521337 -1.380916
36 H 2.001459 3.432944 -2.791928
37 H 1.862081 4.126970 -1.189144
38 H -1.700508 4.853192 -2.728522
39 H -0.272884 5.341438 -1.802276
40 H -0.096318 4.705976 -3.454679
41 H -1.775835 -0.632712 -0.341302
42 H -4.292846 -0.062793 -0.292310
43 H -5.080979 2.102378 -1.210343
44 H -3.447485 3.780325 -2.158444
45 C -0.455926 -4.431430 -1.679169
46 C -0.198000 -3.423815 -2.795180
47 C 0.590178 -2.216810 -2.365271
48 N 0.219288 -1.628271 -1.037473
49 C -0.230296 -2.599016 0.014113
50 C -1.085832 -3.708231 -0.505953
51 H -1.131242 -5.207891 -2.050421
52 H 0.465962 -4.946205 -1.389170
53 H 0.374618 -3.907903 -3.591904
54 H -1.153723 -3.082330 -3.199092
55 H 1.661275 -2.470520 -2.301610
56 H 0.509526 -1.386162 -3.074417
57 H 1.212839 -1.519638 -0.705921
58 H 0.677983 -2.989253 0.498134
59 H -0.743493 -1.998444 0.769336
60 H -2.057241 -3.319414 -0.799175
61 H -1.222820 -4.409883 0.311600

Cartesian forces (eV/Å) of the 6 atoms listed first:
C -0.20 -0.21 -0.19
C -0.80 0.06 0.36
N 0.35 -0.01 -0.40
C 0.10 0.11 0.03
C -1.05 -0.04 -0.64
C 0.10 -0.70 0.72

---

| no. | Kohn-Sham gap (eV) |
| --- | --- |
| 1 | 8.35 |
| 2 | 7.85 |
| 3 | 10.48 |
| 4 | 6.87 |